No. 1
Below is a cluster of 4 separate species, C4H13NOS in total in a non-equilibrium geometry, with properties calculated with ωB97M-V/def2-TZVPD.

Orbital gap, eV: 4.00
2S+1: 1
DFT total energy, Ha: -688.10444
Energy relative to the best compared isomer or geometry (same formula, charge and spin), kJ/mol: 746.4
Strongest force on any atom, eV/Å: 1.54

```
20
Properties=species:S:1:pos:R:3:forces:R:3
S -0.106 1.819 2.079 -0.18 -0.25 -0.26
O -1.174 -0.846 -1.300 0.09 0.35 0.32
N -1.929 1.342 -0.542 1.19 0.37 0.20
C 1.661 -1.336 0.881 0.16 -0.41 0.34
C -0.881 2.023 -1.272 -1.01 0.75 0.12
C 2.044 -1.582 -0.366 -0.03 0.30 -0.12
C 0.237 -1.392 1.338 -0.22 0.72 -0.43
H -1.698 1.388 0.452 -0.29 0.55 0.47
H -1.887 0.295 -0.846 -0.17 -1.26 -0.88
H -0.954 3.098 -1.071 0.11 -0.03 0.29
H -1.032 1.905 -2.330 0.12 -0.42 -0.38
H 1.111 1.355 1.751 -0.04 -0.01 -0.05
H -0.336 -2.169 0.835 0.08 -0.21 0.08
H 0.093 -1.411 2.417 0.14 -0.13 -0.07
H 2.431 -1.107 1.622 -0.21 0.02 -0.11
H -1.829 -1.312 -1.839 -0.20 0.10 0.06
H 3.086 -1.491 -0.641 0.01 -0.08 -0.07
H -0.262 -0.485 0.932 0.07 -0.15 0.44
H 0.105 1.698 -0.955 0.29 -0.11 -0.09
H 1.319 -1.793 -1.148 0.09 -0.10 0.12
```
Forces are in eV/Å.

No. 2
Below is the molecule C12H10O2 in a non-equilibrium geometry, with properties calculated with ωB97M-V/def2-TZVPD.

Orbital gap, eV: 8.26
2S+1: 1
DFT total energy, Ha: -613.69114
Energy relative to the best compared isomer or geometry (same formula, charge and spin), kJ/mol: 122.3
SMILES string: O=C(O)Cc1ccc2ccccc2c1
Strongest force on any atom, eV/Å: 4.99

```
24
Properties=species:S:1:pos:R:3:forces:R:3
O 4.812 -0.110 0.279 -0.43 0.07 -1.34
O 3.035 -0.789 1.341 0.97 -1.26 0.31
C -2.088 -1.594 -0.197 -1.70 -0.43 1.40
C 2.664 -0.004 -0.998 2.57 0.20 0.88
C -1.350 0.673 0.098 0.30 -1.54 -0.39
C 0.935 1.503 -0.041 -1.00 -1.62 -1.76
C -3.720 0.130 0.396 1.11 -0.06 0.46
C -1.026 -0.714 -0.237 0.86 3.90 0.47
C -0.408 1.736 0.032 0.34 -1.76 1.44
C -2.653 0.959 0.529 -0.16 1.93 -1.86
C 3.621 -0.314 0.198 1.34 -0.11 0.99
C -3.418 -1.208 0.146 -0.42 -1.09 -0.77
C 0.355 -0.860 -0.560 3.58 1.12 1.13
C 1.334 0.200 -0.462 -4.96 -0.29 -0.42
H -4.688 0.594 0.509 -0.29 -0.66 0.14
H -0.891 2.598 0.353 -0.01 2.12 0.26
H 1.713 2.200 -0.056 0.68 1.55 0.32
H -4.367 -1.822 0.187 1.82 -0.23 -0.27
H 3.073 0.913 -1.458 -0.18 -0.14 0.44
H 3.820 -1.152 1.909 -1.92 1.26 -1.44
H -1.693 -2.574 -0.179 -0.73 -1.54 -0.51
H 1.098 -1.676 -0.510 -1.87 -1.22 -0.81
H -2.906 2.012 0.560 0.19 0.27 0.63
H 2.747 -0.699 -1.842 -0.08 -0.46 0.69
```
Forces are in eV/Å.

No. 3
Below is the ion C16H19FN3O4S with charge +1 in a non-equilibrium geometry, with properties calculated with ωB97M-V/def2-TZVPD.

Orbital gap, eV: 6.03
2S+1: 1
DFT total energy, Ha: -1583.28050
Energy relative to the best compared isomer or geometry (same formula, charge and spin), kJ/mol: 1652.0
SMILES string: C=CCn1c(S(=O)(=O)F)n[n+](CCOC=O)c1Cc1cccc(C)c1
Strongest force on any atom, eV/Å: 9.71
Charge: +1

```
44
Properties=species:S:1:pos:R:3:forces:R:3
S -4.488 -2.864 1.138 -3.95 -5.04 3.20
F -5.776 -1.963 0.372 3.42 -1.47 1.33
O -4.924 -2.994 2.631 2.50 1.55 -6.52
O -0.167 3.055 3.208 0.64 0.42 -4.34
O 1.221 4.898 2.237 -5.79 -7.74 -0.95
O -4.401 -4.213 0.380 0.31 6.24 2.28
N -2.161 -0.955 1.904 -1.86 -1.65 -1.79
N -2.218 -1.546 -0.385 0.28 2.33 3.79
N -1.082 -0.248 1.346 -2.61 -3.76 -6.31
C 3.487 2.235 -1.180 -1.26 -3.16 0.44
C 0.428 3.828 2.068 3.84 4.59 1.74
C -1.009 1.980 2.646 -1.49 -0.89 0.31
C -2.716 -2.188 -1.662 2.20 -0.23 -2.12
C 1.948 1.715 -1.396 1.93 -2.12 1.10
C -1.063 -0.586 -0.122 -2.66 -1.72 0.88
C -1.127 -4.217 -0.658 -0.55 0.85 -0.62
C -2.946 -1.792 0.919 6.46 5.02 -0.60
C 4.113 -0.392 -0.318 -1.88 2.73 -1.03
C -1.908 -3.634 -1.807 0.85 -0.85 1.46
C 2.539 -0.908 -0.547 0.79 3.64 -0.72
C -0.159 -0.126 -1.391 0.81 -0.70 -0.34
C 4.601 1.166 -0.630 -4.46 -0.97 -0.77
C -0.141 0.703 2.037 0.66 1.51 2.68
C 1.424 0.152 -1.110 4.17 2.14 1.02
C 3.795 3.830 -1.551 -0.32 -0.61 0.14
H 0.357 0.185 2.987 -1.16 0.79 -2.31
H -1.643 1.546 3.543 1.33 1.14 -1.84
H -1.888 -4.221 -2.839 -1.63 0.81 2.59
H 0.184 3.368 0.993 0.39 1.05 2.33
H 2.219 -2.023 -0.295 0.92 2.66 -0.61
H -1.779 2.383 1.829 1.79 -0.77 1.67
H 1.148 2.508 -1.790 1.93 -1.92 0.90
H -3.895 -2.367 -1.666 2.74 0.23 0.42
H -1.566 -5.042 0.083 1.53 0.49 -2.94
H 4.962 -1.109 0.116 -2.36 1.56 -1.13
H 5.707 1.557 -0.478 -2.56 -1.19 -0.27
H 0.719 1.142 1.384 -1.81 -1.49 0.52
H -0.642 0.812 -1.913 0.91 -1.76 1.30
H -0.027 -3.848 -0.379 -3.09 0.53 0.40
H 2.944 4.487 -1.031 2.01 -1.44 -1.19
H -0.211 -1.008 -2.194 -0.10 1.75 1.93
H -2.480 -1.482 -2.579 -0.58 -1.18 1.99
H 4.856 4.171 -1.166 -2.27 -0.85 -0.68
H 3.764 4.004 -2.732 -0.02 -0.54 2.68
```
Forces are in eV/Å.

No. 4
Below is the molecule C5H10N2O3 in a non-equilibrium geometry, with properties calculated with ωB97M-V/def2-TZVPD.

Orbital gap (alpha / beta), eV: 7.30 / 7.52
2S+1: 1
DFT total energy, Ha: -531.50051
Energy relative to the best compared isomer or geometry (same formula, charge and spin), kJ/mol: 799.5
SMILES string: CN/C(=C(/C)CO)[N+](=O)[O-]
Strongest force on any atom, eV/Å: 8.77

```
20
Properties=species:S:1:pos:R:3:forces:R:3
O -1.891 1.748 -0.298 -1.81 1.42 -0.12
O -2.896 -0.223 -0.232 -0.27 1.14 -0.11
O 2.334 -0.740 -0.230 0.68 0.37 -1.99
N -0.449 -1.422 -0.246 0.47 -0.83 0.19
N -1.925 0.548 -0.236 0.92 -2.83 -0.07
C 1.817 0.310 0.561 0.64 -0.27 1.25
C -1.422 -2.466 0.231 1.27 1.13 1.27
C 0.509 2.397 -0.215 1.83 1.73 2.35
C -0.656 -0.065 -0.162 5.85 2.30 0.87
C 0.649 1.015 0.124 -6.43 -5.68 -1.84
H -2.082 -2.574 -0.606 -1.14 -0.34 0.35
H -0.150 2.889 0.545 0.31 -0.03 -0.92
H 0.127 2.466 -1.189 -0.61 0.78 -1.24
H 2.528 1.149 0.590 0.63 -0.64 1.11
H 1.551 -0.268 1.483 0.67 1.01 -0.07
H 0.454 -1.880 -0.563 -1.34 2.01 0.64
H -0.847 -3.436 0.356 -0.67 1.28 0.19
H 2.662 -0.306 -1.053 -0.25 -0.75 0.66
H 1.529 2.881 -0.094 -1.00 -0.33 -0.46
H -1.839 -2.024 1.233 0.26 -1.51 -2.07
```
Forces are in eV/Å.

No. 5
Below is the molecule Cl2H4Si3 in a non-equilibrium geometry, with properties calculated with ωB97M-V/def2-TZVPD.

Orbital gap, eV: 7.05
2S+1: 1
DFT total energy, Ha: -1791.26795
Energy relative to the best compared isomer or geometry (same formula, charge and spin), kJ/mol: 0.0
Strongest force on any atom, eV/Å: 1.45

```
9
Properties=species:S:1:pos:R:3:forces:R:3
Cl 0.633 1.151 -2.725 -0.02 -0.24 -0.10
Cl 2.178 0.674 0.725 0.39 0.64 0.04
Si -1.213 0.223 0.007 -0.41 -1.08 0.88
Si -0.528 2.034 -1.252 0.24 1.04 -0.51
Si 0.756 -0.810 0.667 0.21 -0.14 -0.01
H -1.843 0.841 1.196 0.09 0.15 0.16
H 0.860 -1.459 1.971 -0.28 -0.12 0.31
H 1.293 -1.761 -0.306 -0.14 -0.22 -0.31
H -2.136 -0.893 -0.283 -0.10 -0.03 -0.48
```
Forces are in eV/Å.

No. 6
Below is a structure of composition C6H9N in a non-equilibrium geometry, with properties calculated with ωB97M-V/def2-TZVPD.

Orbital gap, eV: 8.83
2S+1: 1
DFT total energy, Ha: -288.60947
Energy relative to the best compared isomer or geometry (same formula, charge and spin), kJ/mol: 453.1
Strongest force on any atom, eV/Å: 1.13

```
16
Properties=species:S:1:pos:R:3:forces:R:3
N 2.454 -1.805 -0.470 -0.86 0.71 0.19
C -0.616 -0.174 -1.145 0.06 0.01 -0.11
C -1.814 0.274 -0.299 0.05 -0.23 -0.03
C 1.017 1.277 0.174 0.03 0.09 0.01
C 0.468 -0.138 -0.048 0.02 0.02 -0.01
C 1.579 -1.070 -0.284 0.76 -0.66 -0.16
C -0.426 -0.562 1.127 0.06 -0.18 0.02
H -2.567 -0.531 -0.269 0.11 0.13 0.06
H 0.185 1.974 0.313 0.10 -0.12 -0.01
H -0.734 -1.607 1.095 0.05 0.16 -0.03
H -1.338 0.227 0.994 -0.07 0.04 0.05
H 1.601 1.599 -0.692 -0.07 -0.05 0.10
H 1.663 1.307 1.057 -0.09 -0.02 -0.12
H -0.412 0.520 -1.969 -0.04 -0.08 0.12
H -0.067 -0.293 2.126 -0.11 0.03 -0.16
H -0.688 -1.189 -1.556 -0.01 0.16 0.09
```
Forces are in eV/Å.

No. 7
Below is a cluster of 2 separate species, C3H5NO2 in total in a non-equilibrium geometry, with properties calculated with ωB97M-V/def2-TZVPD.

Orbital gap, eV: 9.65
2S+1: 1
DFT total energy, Ha: -322.45719
Energy relative to the best compared isomer or geometry (same formula, charge and spin), kJ/mol: 307.6
SMILES string: C=CO.N#CO
Strongest force on any atom, eV/Å: 4.11

```
11
Properties=species:S:1:pos:R:3:forces:R:3
O 1.568 -1.154 -0.506 -0.90 0.30 0.42
O -0.892 -1.107 0.623 0.58 0.07 -0.04
N 2.324 0.998 0.270 -1.97 -1.59 0.07
C 1.678 0.040 0.030 3.91 1.18 -0.43
C -0.893 0.264 0.443 -1.82 0.88 -2.04
C -0.683 0.846 -0.763 -0.80 -1.17 1.33
H -1.035 -1.321 1.550 0.08 0.06 -0.01
H 0.698 -1.538 -0.280 0.05 0.05 0.08
H -1.010 1.851 -0.953 0.34 0.39 0.40
H -1.414 0.810 1.219 0.42 0.10 0.25
H -0.341 0.310 -1.633 0.10 -0.26 -0.01
```
Forces are in eV/Å.